CH2O4S | the ωB97M-V functional and the def2-TZVPD basis

CARTESIAN COORDINATES (ANGSTROEM)
1 C -1.13 1.37 -0.93
2 O -1.50 2.43 -0.76
3 O 0.35 -0.86 -0.79
4 O 2.52 -0.19 0.15
5 O 0.49 1.20 0.49
6 S 1.12 -0.08 0.32
7 H -0.39 -0.26 -1.06
8 H 0.78 -0.85 1.42

Summary:
F_max   2.145 eV Å⁻¹
Charge   0
HOMO energy   -0.43537 Eh
HOMO-LUMO gap   12.3 eV
Energy above the lowest of the compared OMol25 structures with the same formula, charge and spin   109.6 kJ/mol